(1)
21
Properties=species:S:1:pos:R:3:nbo_charge:R:1 method="wB97M-V/def2-TZVPD" e_above_lowest_kj_mol=130.3 e_lumo_ev=3.45 max_force_ev_per_a=2.420 charge=-1
C -0.3730 -0.4586 -0.8821 -0.25
N -0.7926 0.6994 -0.0879 -0.69
C -2.2403 0.8755 0.1724 0.11
O -2.8435 -0.2349 0.7022 -0.94
C 1.1031 -0.1552 -1.2517 -0.22
N 2.0117 -1.0538 -0.5359 -0.62
C 3.4261 -0.5195 -0.5803 -0.43
H -0.6240 -1.3671 -0.3485 0.20
H -1.0040 -0.3628 -1.7992 0.18
H -0.3154 0.8215 0.7981 0.33
H -2.3058 1.7550 0.8435 0.12
H -2.6488 1.0069 -0.8618 0.09
H 1.3720 -0.3508 -2.3221 0.17
H 1.2633 0.9141 -1.0031 0.18
H 1.7527 -1.0398 0.4520 0.34
H 3.8889 -1.1659 -1.3071 0.19
H 3.4162 0.5098 -0.9710 0.17
H 3.9251 -0.4638 0.3914 0.19
H -3.1763 0.2540 2.0414 0.50
H -2.6697 -0.1927 3.4727 0.44
O -3.1657 0.5286 3.0771 -1.07



(2)
21
Properties=species:S:1:pos:R:3:nbo_charge:R:1 method="wB97M-V/def2-TZVPD" e_above_lowest_kj_mol=239.3 e_lumo_ev=3.67 max_force_ev_per_a=4.766 charge=-1
C 0.1495 0.3785 1.0152 -0.22
N -0.1999 -0.9664 0.4263 -0.72
C 0.9845 -1.6091 -0.2278 0.13
O 1.0890 -2.9122 0.0152 -0.88
C -0.2661 1.5293 -0.0961 -0.24
N -1.6957 1.4486 -0.4745 -0.64
C -1.8372 1.8708 -1.8534 -0.42
H -0.3181 0.5941 1.9961 0.18
H 1.2208 0.5289 1.2286 0.17
H -0.8571 -1.4050 1.1389 0.38
H 0.7914 -1.5683 -1.2607 0.12
H 1.9925 -1.0952 -0.0252 0.07
H -0.0119 2.4047 0.4638 0.16
H 0.4649 1.4173 -0.9052 0.16
H -2.0059 0.5622 -0.3858 0.36
H -2.5974 1.2776 -2.4572 0.19
H -2.1320 2.9287 -1.7155 0.18
H -0.8467 1.8036 -2.4429 0.17
H 1.5976 -2.9683 1.3412 0.49
H 2.3862 -1.7301 1.9173 0.42
O 2.0916 -2.4897 2.3017 -1.09



(3)
21
Properties=species:S:1:pos:R:3:nbo_charge:R:1 method="wB97M-V/def2-TZVPD" e_above_lowest_kj_mol=434.0 e_lumo_ev=3.85 max_force_ev_per_a=6.324 charge=-1
N -1.9772 1.1348 -0.8475 -0.88
C -1.9659 -0.2180 -1.3265 -0.24
C -1.2100 -1.2002 -0.2667 -0.22
N 0.0864 -0.6546 0.1803 -0.67
C 1.3714 -0.8808 -0.4172 -0.25
C 2.1204 0.3379 0.0848 0.09
O 2.7345 0.9414 -0.7821 -0.87
H -1.4001 1.8471 -1.2840 0.36
H -1.6396 1.4680 -0.0450 0.36
H -2.9372 -0.4237 -1.7764 0.18
H -1.2845 -0.3346 -2.1742 0.18
H -0.9919 -2.1986 -0.6765 0.19
H -1.8606 -1.5666 0.5748 0.17
H 0.0596 0.2509 0.5552 0.34
H 1.3213 -0.9857 -1.4986 0.16
H 1.8402 -1.8732 -0.1552 0.15
H 1.4725 1.2249 0.8010 -0.05
H 2.9345 0.0624 0.9071 0.02
H 1.2290 1.1686 3.0600 0.49
H -0.1098 0.8139 2.0865 0.48
O 0.2067 1.0864 3.0002 -0.98



(4)
21
Properties=species:S:1:pos:R:3:mulliken_spin:R:1 method="wB97M-V/def2-TZVPD" e_above_lowest_kj_mol=620.5 spin_multiplicity=2 e_lumo_ev="-3.26 / -0.63" max_force_ev_per_a=2.404 charge=0
C -2.0448 -0.7167 0.3419 0.01
N -2.2579 -1.2255 1.7264 0.01
C -0.6872 -0.1055 -0.0067 -0.06
C -0.8300 0.7217 -1.2824 0.31
N 0.0071 0.3387 1.1893 0.89
C 1.3767 0.6828 0.9304 -0.03
O 2.0139 -0.2171 0.0129 0.02
H -2.9380 -0.1173 0.0927 -0.01
H -2.2235 -1.5438 -0.3703 -0.01
H -1.9643 -2.1918 1.8191 0.00
H -1.4587 -0.7720 2.1811 0.00
H 0.0065 -0.9356 -0.2215 0.05
H -0.0040 0.5509 -1.9722 -0.03
H -1.0650 1.7910 -1.1706 -0.01
H -1.9208 0.4415 -1.7563 0.16
H -2.3296 0.0196 -2.6939 0.63
H 1.5324 1.6932 0.5572 0.04
H 1.9377 0.6079 1.8749 0.02
H 5.3344 0.3338 -0.8177 0.02
H 2.9234 0.0258 -0.1872 0.00
O 4.5918 0.6187 -0.2471 -1.02



(5)
21
Properties=species:S:1:pos:R:3:nbo_charge:R:1 method="wB97M-V/def2-TZVPD" e_above_lowest_kj_mol=318.5 e_lumo_ev=-3.35 max_force_ev_per_a=3.070 charge=+1
O 0.4159 0.3584 -2.2888 -0.51
C -0.3489 0.4245 -1.3763 0.44
C -0.0003 1.3298 -0.1221 -0.14
C 0.8926 0.3639 0.7286 -0.45
C -0.0839 -0.7729 1.1585 -0.31
N -1.4887 -0.4251 1.2135 -0.89
N 1.0146 2.3966 -0.6150 -0.70
H -1.1884 -0.2415 -1.1679 0.18
H -0.8228 1.8440 0.3503 0.26
H 1.3824 0.8141 1.5951 0.23
H 1.5876 -0.1530 0.0801 0.24
H 0.2010 -1.4473 1.9758 0.22
H 0.1008 -1.6628 0.4580 0.28
H -1.8376 -0.0718 2.0942 0.38
H -2.1366 -1.1420 0.9262 0.39
H 1.7722 2.4581 0.0556 0.44
H 1.2353 2.2424 -1.6080 0.46
H 0.6020 3.3439 -0.5554 0.44
H -0.7871 -3.8103 -0.6125 0.49
H -0.1991 -2.8754 -1.6225 0.49
O -0.3111 -2.9736 -0.6673 -0.95



(6)
21
Properties=species:S:1:pos:R:3:nbo_charge:R:1 method="wB97M-V/def2-TZVPD" e_above_lowest_kj_mol=182.7 e_lumo_ev=-2.82 max_force_ev_per_a=4.923 charge=+1
O 0.3079 0.1243 -2.4442 -0.63
C -0.6533 0.4748 -1.7280 0.65
N -1.8736 0.0720 -2.0245 -0.75
C -0.4087 1.0447 -0.2315 -0.10
N 0.9136 0.2916 0.0556 -0.55
C 2.0824 0.8836 0.7308 -0.42
C -1.3919 0.6014 0.7031 -0.66
H -1.9562 -0.3780 -2.8524 0.42
H -2.6019 0.1521 -1.3150 0.41
H -0.1390 2.0602 -0.3056 0.24
H 1.1200 -0.0838 -0.8992 0.47
H 0.6436 -0.6156 0.5114 0.45
H 2.6354 1.4586 0.0135 0.24
H 2.6135 -0.0547 1.0304 0.24
H 1.8056 1.6140 1.5080 0.24
H -2.2598 1.2123 0.5888 0.25
H -1.0072 0.7557 1.7260 0.25
H -1.5925 -0.4567 0.5493 0.24
H 0.2642 -3.1986 2.1975 0.50
H 1.0989 -3.1797 0.8460 0.49
O 0.3990 -2.7782 1.3399 -0.98



(7)
21
Properties=species:S:1:pos:R:3:nbo_charge:R:1 method="wB97M-V/def2-TZVPD" e_above_lowest_kj_mol=142.5 e_lumo_ev=-2.98 max_force_ev_per_a=2.803 charge=+1
O -1.8557 -0.9094 -0.5450 -0.61
C -0.7867 -1.4375 -0.3358 0.66
N -0.6302 -2.7970 -0.3405 -0.80
C 0.4819 -0.5866 -0.4227 -0.15
N 0.0309 0.7935 -0.8352 -0.52
C 1.1288 1.8518 -0.9042 -0.43
C 1.0513 -0.4464 0.9806 -0.68
H -1.4222 -3.3641 -0.5824 0.43
H 0.2900 -3.1631 -0.1633 0.41
H 1.2501 -0.9968 -1.0852 0.25
H -0.3287 0.7779 -1.7893 0.44
H -0.6853 1.2193 -0.2339 0.49
H 1.1730 2.3383 -1.8663 0.24
H 0.8740 2.6609 -0.2143 0.24
H 2.0710 1.3911 -0.6262 0.23
H 1.6572 -1.2968 1.3281 0.26
H 1.8942 0.2521 1.0992 0.24
H 0.3423 -0.3305 1.8053 0.26
H -2.5107 2.0655 1.4766 0.49
H -2.2317 0.5602 1.5848 0.49
O -1.7936 1.4174 1.6698 -0.97



(8)
21
Properties=species:S:1:pos:R:3:nbo_charge:R:1 method="wB97M-V/def2-TZVPD" e_above_lowest_kj_mol=249.9 e_lumo_ev=-3.03 max_force_ev_per_a=6.164 charge=+1
O 1.7108 1.0930 -0.3083 -0.58
C 0.8069 1.5801 0.3163 0.64
N 1.0699 2.6191 1.1531 -0.79
C -0.5831 1.0944 0.0858 -0.35
N -0.5466 -0.1934 -0.6866 -0.53
C -0.3460 -1.3895 0.3891 -0.20
C -1.6473 -1.6431 1.0939 -0.66
H 0.5173 3.2440 1.6995 0.41
H 1.8567 3.0662 1.0347 0.40
H -1.1881 1.2678 0.9952 0.27
H -1.1694 1.8929 -0.5189 0.27
H 0.1641 -0.3505 -1.4059 0.50
H -1.4385 -0.3017 -1.1575 0.43
H 0.4254 -0.9239 1.1145 0.24
H 0.0044 -2.2990 -0.1697 0.25
H -1.9248 -0.7998 1.8586 0.22
H -1.7369 -2.6511 1.6320 0.27
H -2.4021 -1.7251 0.4251 0.21
H 2.8944 -1.1739 -2.1653 0.51
H 1.6205 -1.1823 -3.1521 0.49
O 1.9122 -1.2242 -2.2335 -0.98